A molecular structure, C19H31ClN2STc, computed with the ωB97M-V functional and the def2-TZVPD basis.

Positions of all 55 atoms, in Å:
C: 0.26 0.83 -6.76
C: 1.65 1.39 -7.13
C: 0.04 -0.52 -7.47
C: -0.83 1.83 -7.18
Cl: 0.19 0.59 -5.00
H: 0.08 -0.41 -8.56
H: -0.94 -0.92 -7.19
H: 0.81 -1.23 -7.16
H: 1.74 1.56 -8.22
H: 2.43 0.69 -6.83
H: 1.81 2.35 -6.62
H: -0.82 2.01 -8.26
H: -0.68 2.78 -6.67
H: -1.82 1.44 -6.90
C: 1.76 -1.31 1.24
C: 1.05 -2.19 0.34
C: 1.36 -1.81 -0.98
H: 0.47 -3.04 0.66
C: 2.23 -0.65 -0.93
C: 2.45 -0.32 0.41
H: 3.06 0.47 0.82
H: 1.74 -1.34 2.34
H: 1.05 -2.33 -1.89
H: 2.66 -0.16 -1.79
C: -2.13 1.18 0.64
C: -2.07 -0.06 1.43
C: -2.12 -1.16 0.47
H: -2.01 -0.14 2.52
C: -2.24 -0.62 -0.81
C: -2.24 0.83 -0.70
H: -2.36 1.52 -1.53
H: -2.10 2.16 1.09
H: -2.12 -2.20 0.76
H: -2.38 -1.18 -1.73
Tc: -0.01 -0.07 -0.10
C: -1.04 -2.06 6.44
C: 0.18 -1.61 5.66
N: -0.21 -1.19 4.27
C: 0.01 0.00 3.73
S: 0.04 0.07 2.05
N: 0.21 1.19 4.27
C: -0.19 1.62 5.65
C: 1.03 2.07 6.43
H: -1.78 -1.25 6.51
H: -0.73 -2.35 7.44
H: -1.51 -2.92 5.95
H: 0.70 -0.78 6.13
H: 0.90 -2.44 5.58
H: -0.54 -2.01 3.70
H: 0.54 2.01 3.70
H: -0.91 2.44 5.56
H: -0.71 0.79 6.13
H: 1.50 2.93 5.95
H: 0.71 2.36 7.44
H: 1.76 1.26 6.51

Its electronic energy is -1790.46943 Eh. Its net charge is +2. For the HOMO energy (spin up / spin down), the calculation gives -0.507 / -0.514 hartree. The calculation puts the LUMO energy (spin up / spin down) at -7.99 / -7.88 eV. As for the expectation value of S²: 4.02. The spin multiplicity is 4.

---

14 unconnected molecules or ions with the total composition C33H60Cl27N2, computed with the ωB97M-V functional and the def2-TZVPD basis.

Positions of all 122 atoms, in Å:
C: 2.09 3.46 -0.60
C: 1.55 4.77 -1.11
C: 0.60 4.88 -2.48
C: -0.97 4.68 -1.99
C: -1.95 6.00 -1.68
C: -3.48 5.58 -1.16
N: -3.97 4.18 -1.00
N: -3.11 3.17 -1.28
Cl: -3.76 1.55 -1.04
C: -1.68 3.18 -1.76
H: 2.39 3.26 0.52
H: 2.27 2.61 -1.39
H: 1.90 5.73 -0.51
H: 0.80 5.99 -2.89
H: 0.99 4.05 -3.20
H: -1.59 7.11 -1.80
H: -4.21 6.48 -0.88
H: -1.06 2.20 -1.95
Cl: -8.75 0.39 -2.67
C: -7.55 1.67 -2.96
C: -7.62 2.77 -1.91
Cl: -9.11 3.73 -2.03
H: -7.72 2.07 -3.97
H: -6.57 1.20 -2.94
H: -6.78 3.47 -2.05
H: -7.55 2.36 -0.90
Cl: -4.72 -2.07 -1.50
C: -3.27 -2.92 -2.09
C: -2.08 -2.75 -1.15
Cl: -1.46 -1.09 -1.14
H: -3.04 -2.55 -3.09
H: -3.53 -3.98 -2.17
H: -1.26 -3.40 -1.47
H: -2.35 -3.03 -0.12
Cl: 4.28 6.95 0.77
C: 3.75 8.39 1.68
C: 2.26 8.37 1.96
Cl: 1.30 8.60 0.47
H: 4.05 9.27 1.12
H: 4.31 8.38 2.63
H: 2.00 9.20 2.63
H: 1.94 7.44 2.43
Cl: 5.63 2.84 2.25
C: 5.41 1.16 1.70
C: 4.29 1.03 0.69
Cl: 2.69 1.32 1.41
H: 5.23 0.53 2.58
H: 6.36 0.84 1.25
H: 4.27 0.01 0.28
H: 4.42 1.72 -0.15
Cl: -12.19 5.78 -2.91
C: -11.49 6.55 -1.47
C: -11.93 8.00 -1.33
Cl: -11.24 9.04 -2.59
H: -10.40 6.47 -1.53
H: -11.83 5.98 -0.60
H: -11.60 8.40 -0.36
H: -13.02 8.10 -1.37
Cl: -10.73 8.15 1.68
C: -9.06 8.21 2.28
C: -8.19 7.12 1.67
Cl: -8.66 5.50 2.23
H: -9.09 8.13 3.38
H: -8.66 9.19 2.03
H: -7.15 7.27 1.97
H: -8.24 7.14 0.58
Cl: 8.77 -2.71 3.96
C: 8.24 -1.28 4.88
C: 6.75 -1.29 5.15
Cl: 5.79 -1.07 3.67
H: 8.54 -0.39 4.31
H: 8.80 -1.28 5.82
H: 6.49 -0.46 5.82
H: 6.43 -2.22 5.62
Cl: 12.40 -6.19 3.89
C: 10.76 -5.95 3.22
C: 9.98 -7.25 3.14
Cl: 10.64 -8.35 1.91
H: 10.87 -5.47 2.24
H: 10.25 -5.24 3.88
H: 8.94 -7.04 2.85
H: 9.96 -7.77 4.10
Cl: 10.93 -5.27 6.81
C: 12.13 -3.99 6.51
C: 12.07 -2.89 7.56
Cl: 10.57 -1.93 7.44
H: 11.96 -3.59 5.51
H: 13.12 -4.46 6.53
H: 12.90 -2.19 7.42
H: 12.13 -3.30 8.58
Cl: -1.44 -5.32 4.16
C: -2.23 -3.91 3.43
C: -3.34 -4.30 2.47
Cl: -2.72 -5.09 1.00
H: -1.46 -3.31 2.93
H: -2.65 -3.31 4.25
H: -3.89 -3.41 2.14
H: -4.06 -4.98 2.94
Cl: -4.53 -5.16 -4.28
C: -5.98 -4.19 -4.60
C: -6.31 -4.11 -6.09
Cl: -5.10 -3.16 -6.99
H: -5.83 -3.19 -4.18
H: -6.81 -4.66 -4.07
H: -7.27 -3.62 -6.23
H: -6.36 -5.11 -6.54
Cl: -2.76 -8.41 -9.16
C: -3.41 -6.78 -8.83
C: -3.77 -6.59 -7.37
Cl: -5.17 -7.57 -6.88
H: -4.28 -6.63 -9.48
H: -2.64 -6.07 -9.13
H: -4.03 -5.54 -7.19
H: -2.92 -6.84 -6.72
Cl: 8.02 -5.46 0.32
C: 7.80 -7.15 -0.22
C: 6.68 -7.28 -1.24
Cl: 5.08 -6.99 -0.52
H: 7.62 -7.77 0.66
H: 8.75 -7.46 -0.67
H: 6.66 -8.29 -1.65
H: 6.81 -6.58 -2.07

Its electronic energy is -13827.49420 Eh. Its net charge is +1. For the HOMO energy, the calculation gives -0.423 hartree. The calculation puts the LUMO energy at -5.30 eV. The spin multiplicity is 1.

---

9 unconnected molecules or ions with the total composition C16H48BF4O16, computed with the ωB97M-V functional and the def2-TZVPD basis.

Positions of all 85 atoms, in Å:
B: 0.05 0.09 -0.30
F: 0.80 0.48 0.78
F: -1.19 -0.37 0.15
F: -0.11 1.11 -1.28
F: 0.71 -0.96 -1.04
C: -2.93 2.96 0.82
C: -2.82 3.22 -0.69
O: -2.72 2.10 -1.54
O: -1.77 2.52 1.49
H: -3.75 2.24 0.91
H: -3.12 3.94 1.27
H: -2.38 4.17 -1.00
H: -3.85 3.60 -0.88
H: -1.80 1.76 -1.48
H: -1.41 1.70 1.12
C: 1.19 5.69 -2.48
C: 0.51 4.64 -3.27
O: -0.73 4.21 -2.67
O: 2.16 5.25 -1.52
H: 0.47 6.32 -1.95
H: 1.76 6.30 -3.19
H: 1.06 3.74 -3.55
H: 0.26 5.13 -4.21
H: -0.50 3.50 -2.05
H: 1.72 4.98 -0.71
C: 0.56 -3.20 1.71
C: 1.25 -4.37 2.36
O: 1.53 -4.24 3.76
O: 1.12 -1.96 2.15
H: -0.52 -3.15 1.91
H: 0.66 -3.23 0.62
H: 2.27 -4.36 1.95
H: 0.73 -5.29 2.11
H: 1.89 -5.07 4.07
H: 1.12 -1.38 1.38
C: 4.13 -0.69 -0.48
C: 4.08 -1.21 -1.94
O: 4.04 -2.63 -1.79
O: 4.82 0.54 -0.33
H: 4.74 -1.44 0.04
H: 3.14 -0.81 -0.03
H: 4.96 -0.93 -2.52
H: 3.20 -0.78 -2.42
H: 4.33 -3.01 -2.63
H: 5.39 0.46 0.44
C: 0.43 -2.88 -3.87
C: 0.95 -1.80 -4.79
O: 1.63 -2.39 -5.89
O: -0.66 -2.46 -3.10
H: 1.28 -3.36 -3.37
H: 0.08 -3.72 -4.48
H: 1.52 -1.04 -4.21
H: 0.18 -1.12 -5.19
H: 1.85 -1.70 -6.52
H: -0.39 -1.95 -2.33
C: -2.48 -2.05 4.18
C: -2.09 -0.71 3.53
O: -0.97 -0.15 4.15
O: -1.39 -2.74 4.72
H: -3.04 -2.60 3.42
H: -3.24 -1.76 4.93
H: -2.98 -0.06 3.57
H: -1.94 -0.91 2.46
H: -1.14 0.78 4.33
H: -1.72 -3.60 4.97
C: 2.07 2.31 4.87
C: 1.60 1.93 3.46
O: 2.06 0.62 3.20
O: 1.52 1.48 5.89
H: 1.88 3.38 5.06
H: 3.17 2.27 4.87
H: 2.09 2.68 2.83
H: 0.51 2.00 3.41
H: 2.08 0.61 2.24
H: 0.85 2.02 6.31
C: -4.22 -2.28 -2.39
C: -3.82 -0.84 -2.05
O: -4.64 -0.29 -1.04
O: -3.38 -2.71 -3.44
H: -5.29 -2.47 -2.51
H: -4.05 -2.92 -1.51
H: -3.88 -0.29 -2.99
H: -2.75 -0.83 -1.84
H: -4.25 0.59 -0.88
H: -2.48 -2.64 -3.07

Its electronic energy is -2266.70170 Eh. Its net charge is -1. For the HOMO energy, the calculation gives -0.250 hartree. The calculation puts the LUMO energy at 2.43 eV. The spin multiplicity is 1.